1.
19
Properties=species:S:1:pos:R:3:forces:R:3:nbo_charge:R:1 method="wB97M-V/def2-TZVPD" orbital_gap_ev=9.31 total_charge=0
H 0.0901 -2.8096 -2.2817 -0.212 0.232 0.263 0.344
N 0.7083 -2.2303 -1.7094 0.990 -0.050 0.802 -0.573
C 0.1557 -1.2116 -1.2275 -1.547 1.723 -2.919 0.290
C -1.0132 -0.3554 -1.5662 -0.392 -0.299 0.151 -0.515
C 0.1416 0.3567 -0.9027 0.485 -2.467 -0.427 -0.209
C 0.2384 0.5992 0.5704 0.722 -0.883 0.485 -0.024
C -1.0247 0.4518 1.4114 0.135 -0.118 -0.349 -0.626
N 0.9861 1.8324 0.7800 0.082 -0.175 0.143 -0.827
C 1.1785 -0.6501 0.7804 -0.415 1.381 4.092 0.427
O 0.8745 -1.5629 1.5397 0.431 0.698 -1.650 -0.550
H -1.1890 -0.1148 -2.6074 0.034 -0.179 -0.112 0.231
H -1.9264 -0.5009 -1.0059 -0.060 0.236 0.210 0.234
H 0.8847 0.8524 -1.5166 -0.211 0.238 0.019 0.259
H -1.5026 -0.5124 1.2543 -0.040 -0.073 -0.088 0.225
H -0.7546 0.4695 2.4668 -0.011 0.184 -0.008 0.228
H -1.7387 1.2417 1.1768 -0.001 0.065 0.088 0.208
H 1.2757 1.9073 1.7492 -0.089 0.104 0.008 0.365
H 0.3962 2.6305 0.5647 0.103 -0.004 0.054 0.363
H 2.2192 -0.3933 0.5237 -0.003 -0.613 -0.763 0.149



2.
74
Properties=species:S:1:pos:R:3:forces:R:3:mulliken_charge:R:1 method="wB97M-V/def2-TZVPD" orbital_gap_ev=8.90 smiles="CN(C)C=O.CN(C)C=O.CC(C)=O.CC(C)=O.CC#N.CC#N.CC#N.CC#N.CC#N" total_charge=0
C -2.9188 -0.4027 -4.5388 0.217 -0.057 -0.157 -0.871
N -3.7419 0.5994 -3.8897 -0.411 0.499 -0.259 0.084
C -4.8326 1.1537 -4.6734 -0.491 -0.465 0.431 -1.072
C -3.6347 0.8888 -2.5791 -0.465 -0.525 0.019 0.499
O -4.3747 1.6353 -1.9525 -0.879 0.412 -0.454 -0.769
H -2.6291 -0.0503 -5.5297 0.089 0.105 0.008 0.343
H -3.4496 -1.3460 -4.6803 -0.112 0.011 0.086 0.314
H -2.0195 -0.5983 -3.9562 -0.183 0.060 -0.162 0.231
H -5.5620 1.6197 -4.0152 0.228 0.174 0.177 0.343
H -4.5067 1.8891 -5.4067 0.126 -0.133 -0.159 0.282
H -5.3693 0.3180 -5.1291 0.135 0.122 -0.423 0.356
H -2.8260 0.3349 -2.0697 -1.433 0.980 -0.809 0.405
C 3.2727 3.7655 1.8424 -0.808 -0.524 0.279 -0.795
N 2.3311 3.2592 2.8345 0.508 -0.709 -0.118 0.237
C 2.1413 1.8247 2.8808 0.378 -0.311 -0.259 -0.740
C 1.6406 4.0697 3.6477 -0.003 0.806 0.758 0.144
O 0.8714 3.7532 4.5367 0.157 -0.193 -0.435 -0.572
H 3.2182 4.8499 1.8698 0.045 0.040 -0.413 0.310
H 2.9506 3.3176 0.8982 0.165 0.543 -0.312 0.225
H 4.3048 3.4509 2.0088 -0.032 -0.063 0.326 0.280
H 1.5066 1.5478 3.7158 -0.117 0.159 0.001 0.273
H 1.7135 1.4522 1.9479 -0.261 0.152 0.035 0.031
H 3.1038 1.3121 2.9750 0.091 0.131 0.196 0.371
H 1.9036 5.1325 3.4675 -0.156 -0.081 -0.037 0.220
C 4.1911 -0.5790 -2.2610 0.192 1.417 -0.131 -1.012
C 3.5051 0.7380 -2.5582 -0.601 -1.060 -0.569 0.887
C 4.2701 2.0240 -2.4050 -0.904 0.257 -0.216 -0.983
O 2.3426 0.7228 -2.9126 0.164 0.492 0.143 -0.566
H 3.5256 -1.3990 -2.4970 0.011 -0.126 0.196 0.130
H 4.4727 -0.4894 -1.2083 0.247 -0.635 -0.041 0.285
H 5.0784 -0.5886 -2.8981 0.171 -0.372 0.295 0.467
H 3.7491 2.7467 -3.0347 0.202 0.075 -0.027 0.347
H 5.3186 1.9665 -2.6778 0.097 -0.078 0.270 0.366
H 4.0987 2.3605 -1.3794 0.455 0.002 0.084 0.096
C -1.0362 -1.5801 3.1251 -0.464 -0.492 -1.281 -0.607
C -2.5523 -1.4645 3.0462 0.651 -0.118 -0.107 0.565
C -3.3461 -1.0761 4.2711 0.456 0.073 -0.084 -1.180
O -3.0613 -1.7190 1.9814 -0.699 0.060 0.005 -0.505
H -0.7775 -2.5088 3.6402 0.264 0.518 0.744 0.377
H -0.5464 -0.6426 3.3766 0.124 -0.212 0.692 0.241
H -0.7533 -1.8121 2.0952 0.108 0.188 0.002 0.129
H -3.7252 -1.9717 4.7651 -0.202 -0.042 -0.185 0.313
H -4.1553 -0.4232 3.9538 -0.148 -0.095 0.185 0.326
H -2.7035 -0.5846 5.0013 -0.067 0.176 -0.062 0.323
C -3.3671 -2.5622 -1.1982 0.072 -0.445 -0.065 -0.046
C -3.5169 -3.2351 -2.4883 -0.189 0.375 0.082 0.239
N -3.6906 -3.7496 -3.4997 0.116 -0.089 -0.062 -0.500
H -4.2695 -2.0074 -0.9518 -0.109 -0.163 0.093 0.304
H -2.5438 -1.8490 -1.2125 -0.310 -0.512 -0.050 -0.341
H -3.1607 -3.3359 -0.4613 -0.154 0.173 0.261 0.411
C 0.6429 -0.1494 -0.3954 0.364 -0.025 0.008 0.507
C -0.5843 -0.2660 -1.1748 0.428 0.318 0.031 0.337
N -1.5478 -0.3800 -1.7945 3.358 -1.151 0.999 -0.527
H 0.4319 -0.1052 0.6681 -0.186 0.006 -0.008 -0.063
H 1.2496 0.7096 -0.6732 -0.465 0.301 -0.136 0.139
H 1.3085 -0.9870 -0.5799 -0.274 -0.268 -0.019 -0.581
C -2.9303 3.0349 -0.0749 1.426 -0.355 0.203 -0.289
C -1.8151 2.5053 0.7008 -0.251 -0.106 0.519 0.300
N -0.9454 2.0815 1.3184 0.293 -0.149 0.032 -0.375
H -2.9406 2.4192 -0.9774 -0.392 0.643 0.141 -0.176
H -2.6326 4.0653 -0.2679 -0.641 0.110 -0.215 0.290
H -3.8650 2.8960 0.4592 -0.023 0.249 -0.099 0.258
C 2.7543 -2.2861 4.2605 0.704 0.077 0.223 -1.070
C 2.5216 -1.9761 2.8566 -0.461 -0.315 0.136 0.300
N 2.2152 -1.7846 1.7679 0.294 0.073 -0.066 -0.176
H 3.8127 -2.1729 4.5009 -0.011 0.164 -0.088 0.365
H 2.5249 -3.3243 4.4919 -0.320 0.039 -0.161 0.351
H 2.1927 -1.6068 4.8980 -0.120 -0.072 -0.028 0.290
C 2.3663 -3.9000 -1.0774 0.193 -0.004 0.115 -0.161
C 3.7916 -3.9198 -0.8089 -0.076 -0.061 -0.239 0.300
N 4.9027 -3.9336 -0.5406 0.581 0.026 0.089 -0.466
H 2.0316 -2.8977 -0.8190 -0.385 -0.197 0.129 -0.411
H 1.9392 -4.6705 -0.4356 -0.404 0.242 -0.063 0.323
H 2.1356 -4.1092 -2.1198 0.094 -0.042 0.008 0.341



3.
21
Properties=species:S:1:pos:R:3:forces:R:3:nbo_charge:R:1 method="wB97M-V/def2-TZVPD" orbital_gap_ev=10.22 smiles=CCCCO.O.O total_charge=0
C 2.0406 -0.0471 0.7038 -0.391 0.340 -0.286 -0.605
C 0.5741 0.1809 0.3168 0.418 0.364 1.402 -0.392
C -0.0829 1.2200 1.2405 0.232 -0.056 -0.477 -0.416
C -1.4221 1.7012 0.6746 0.316 -0.100 0.670 -0.060
O -1.3157 2.0805 -0.6858 -0.397 -0.214 -0.025 -0.727
H 2.5668 0.9108 0.6665 0.142 -0.172 0.041 0.201
H 2.4894 -0.7386 0.0038 0.332 -0.146 -0.113 0.215
H 2.1341 -0.4717 1.7050 -0.033 0.085 -0.006 0.203
H 0.4740 0.5863 -0.6780 0.123 -0.402 -0.466 0.219
H 0.0721 -0.7750 0.4523 -0.503 0.024 -0.349 0.156
H -0.1953 0.8119 2.2497 -0.113 0.137 -0.016 0.200
H 0.6090 2.0655 1.2943 -0.078 0.086 0.100 0.197
H -1.7881 2.5600 1.2415 0.056 0.046 -0.079 0.174
H -2.1457 0.9017 0.8279 -0.295 -0.128 -0.227 0.151
H -1.5365 1.2989 -1.2097 0.247 0.199 -0.132 0.483
O -1.3427 -0.5950 -2.4899 -0.700 -0.353 0.010 -0.947
H -0.8269 -1.3828 -2.6961 0.142 0.153 0.024 0.478
H -2.2633 -0.9055 -2.5617 0.469 0.256 0.003 0.474
O 0.9953 -3.1694 -0.2018 0.243 -0.216 -0.038 -0.943
H 0.5280 -3.8431 -0.7077 -0.088 0.231 0.108 0.469
H 0.4356 -2.3894 -0.1460 -0.120 -0.135 -0.143 0.471



4.
20
Properties=species:S:1:pos:R:3:forces:R:3:nbo_charge:R:1 method="wB97M-V/def2-TZVPD" orbital_gap_ev="7.89 / 7.89" total_charge=+1
C 1.3708 0.9828 -0.2992 3.120 -0.147 0.054 -0.630
C 0.4494 0.1255 -0.2340 -5.895 -0.166 -0.114 0.395
C -1.9933 1.4151 0.7627 -3.289 0.576 0.912 -0.296
C -2.1350 1.8514 -0.6153 -0.530 -0.740 -2.263 -0.242
C 0.6105 -2.3950 -0.6189 1.582 1.326 -0.249 -0.186
C 0.9438 -2.0711 0.7983 -0.597 -2.495 0.033 -0.224
N -1.6327 0.4659 -0.2170 3.836 0.086 -0.902 -0.483
N 0.0418 -1.1797 0.0421 -1.237 -0.351 1.414 -0.499
O 4.0017 1.6944 -0.0566 -0.203 -0.476 0.037 -0.893
P 3.2578 0.4324 0.0386 -0.632 1.003 -0.293 1.334
H 1.2290 1.9998 -0.5845 -0.155 0.731 0.006 0.292
H -1.3650 1.8819 1.4471 1.690 0.701 0.718 0.220
H -2.9506 1.2401 1.2704 0.261 -0.496 -0.098 0.224
H -3.0982 1.7733 -1.2745 1.788 0.426 1.763 0.250
H -1.3626 2.5579 -0.9850 -0.533 -0.760 -0.005 0.218
H 1.2961 -2.0900 -1.4214 -0.142 -0.326 0.490 0.235
H -0.0038 -3.2245 -0.8592 -0.947 -0.281 0.000 0.256
H 0.5309 -2.7854 1.5604 -0.031 1.245 -0.756 0.263
H 1.9319 -1.7548 1.0329 0.426 0.680 0.057 0.235
H -1.1224 -0.9200 0.2133 1.487 -0.536 -0.804 0.530



The evaluated ΔE to the lowest compared entry with this formula, charge and spin for the records listed, in turn: 3.7385; 0.0000; 0.6991; 5.7136 eV.